## i
The following is a quantum chemistry calculation of a cluster of 2 separate species, C2H3N3O in total, from OMol25.

Structure (ORCA input):
```
! wB97M-V def2-TZVPD RIJCOSX def2/J DEFGRID3
* xyz 0 1
O -1.19277 -0.97974 -2.06287
C -1.19496 -0.84541 -0.74894
N -0.35154 -1.05117 0.10296
N 0.38874 -0.87091 1.09503
C 0.73456 2.20434 0.81034
N 0.73312 3.29867 0.44174
H -0.30087 -1.17731 -2.39709
H 0.44994 -1.74761 1.62317
H 0.73377 1.16914 1.13564
*
```

Calculated values
orbital gap: 9.2 eV

These are the Mulliken partial charges, in e, on atoms 1 to 6: -0.38, 0.18, 0.35, -0.69, 0.21, -0.36

## ii
The following is a quantum chemistry calculation of a structure of composition C2H3N3O, from OMol25.

Structure (ORCA input):
```
! wB97M-V def2-TZVPD RIJCOSX def2/J DEFGRID3
* xyz 0 1
C -0.61517 -0.11028 0.00274
C 1.29810 -0.71825 0.00000
H -2.49419 0.44366 -0.15161
H 0.04677 2.09518 -0.09795
H 1.96470 -1.67208 0.36758
N -1.88169 -0.33866 0.11016
N 0.09975 0.97521 -0.10016
N 1.46317 0.50409 0.05507
O 0.11857 -1.17888 -0.18583
*
```

Calculated values
orbital gap: 9.5 eV

These are the Mulliken partial charges, in e, on atoms 1 to 6: 0.52, 0.14, 0.21, 0.31, 0.28, -0.69

Name the most stable of them. ii.

## i
The following is a quantum chemistry calculation of a structure of composition C2H3N3O, from OMol25.

Structure (ORCA input):
```
! wB97M-V def2-TZVPD RIJCOSX def2/J DEFGRID3
* xyz 0 1
O -0.84766 1.28003 -1.90007
C -0.15724 0.59366 -0.65636
N -0.71161 0.37145 0.44602
N 0.05054 -0.46222 1.25831
C 1.23306 -0.85624 0.89152
N 0.73171 0.61875 -1.55895
H -1.44879 0.60291 -2.29921
H -0.46746 -0.65277 2.11823
H 1.63855 -1.49536 1.68992
*
```

Calculated values
orbital gap: 8.5 eV

These are the Mulliken partial charges, in e, on atoms 1 to 6: -0.36, 0.82, -0.70, 0.26, -0.54, -0.26

## ii
The following is a quantum chemistry calculation of a structure of composition C2H3N3O, from OMol25.

Structure (ORCA input):
```
! wB97M-V def2-TZVPD RIJCOSX def2/J DEFGRID3
* xyz 0 1
O 1.84161 -0.24918 0.70386
C 0.55726 -0.12389 0.32395
N 0.12263 0.99157 -0.43598
C -1.05513 0.51825 -0.88337
N -1.31975 -0.73842 -0.49841
N -0.31786 -1.15390 0.25130
H 1.93984 -1.14661 1.05513
H -1.75238 1.12348 -1.44570
H -0.00326 0.83499 0.90539
*
```

Calculated values
orbital gap: 10.1 eV

These are the Mulliken partial charges, in e, on atoms 1 to 6: -0.47, 0.60, -0.46, -0.04, -0.29, -0.32

Name the most stable of them. ii.

## i
The following is a quantum chemistry calculation of the molecule C3H4O, from OMol25.

Structure (ORCA input):
```
! wB97M-V def2-TZVPD RIJCOSX def2/J DEFGRID3
* xyz 0 1
C 0.25003 -0.78989 0.44366
C -0.58428 0.14546 -0.35480
C -1.00390 1.25391 -0.82389
H 1.51608 0.41939 0.29715
H 0.06812 -0.46796 1.45838
H -0.03293 -1.78194 0.22962
H -1.73315 1.85709 -1.33528
O 1.52002 -0.63606 0.08516
*
```

Calculated values
orbital gap: 10.9 eV
SMILES: C#CCO

These are the Mulliken partial charges, in e, on atoms 1 to 6: -0.34, -0.21, -0.19, 0.36, 0.23, 0.30

## ii
The following is a quantum chemistry calculation of a cluster of 2 separate species, C3H4O in total, from OMol25.

Structure (ORCA input):
```
! wB97M-V def2-TZVPD RIJCOSX def2/J DEFGRID3
* xyz 0 1
C 0.43751 0.88202 1.42023
C -0.15115 0.49702 0.45119
C -0.46599 -0.27078 -0.58162
O 0.05711 -1.53560 -0.72154
H 0.75396 1.30811 2.37432
H 0.01829 0.98907 -1.90738
H -1.42073 -0.26233 -1.07495
H 0.77100 -1.60749 0.03976
*
```

Calculated values
orbital gap (alpha / beta): 8.5 / 8.5 eV

These are the Mulliken partial charges, in e, on atoms 1 to 6: -0.07, -0.18, -0.48, -0.41, 0.39, 0.08

## iii
The following is a quantum chemistry calculation of a cluster of 2 separate species, C3H4O in total, from OMol25.

Structure (ORCA input):
```
! wB97M-V def2-TZVPD RIJCOSX def2/J DEFGRID3
* xyz 0 1
C 0.13231 1.31388 0.39934
C 0.40186 0.04723 0.70170
C -0.39826 -1.31996 -0.81455
O -0.12161 -2.45780 -0.95752
H 0.59308 2.11635 1.04315
H -0.43147 1.56853 -0.47352
H 1.05147 -0.35918 1.53115
H -1.22736 -0.90905 -1.42976
*
```

Calculated values
orbital gap: 9.9 eV

These are the Mulliken partial charges, in e, on atoms 1 to 6: -0.46, -0.22, 0.04, -0.34, 0.22, 0.21

## iv
The following is a quantum chemistry calculation of a cluster of 2 separate species, C3H4O in total, from OMol25.

Structure (ORCA input):
```
! wB97M-V def2-TZVPD RIJCOSX def2/J DEFGRID3
* xyz 0 1
C 0.64394 -0.94591 -0.01356
C 0.12293 0.24126 0.00993
C -2.20993 0.46014 0.03773
O -2.86825 -0.51384 -0.02386
H 1.72160 -1.10067 -0.03072
H 0.05504 -1.84929 -0.01585
H 0.53187 1.22976 0.01279
H -2.50725 1.50718 0.10786
*
```

Calculated values
orbital gap: 9.3 eV

These are the Mulliken partial charges, in e, on atoms 1 to 6: -0.35, -0.44, 0.07, -0.33, 0.25, 0.22

Name the most stable of them. i.

## i
The following is a quantum chemistry calculation of the molecule C5H4, from OMol25.

Structure (ORCA input):
```
! wB97M-V def2-TZVPD RIJCOSX def2/J DEFGRID3
* xyz 0 1
C -1.62080 -0.35344 -0.01670
C -0.17706 -0.02544 0.00643
C 0.99044 0.43761 0.01510
C 2.26381 0.87397 0.02202
C 3.51136 1.03857 0.01839
H -1.94046 -0.94652 0.84556
H -1.93277 -0.85392 -0.93883
H -2.17544 0.59714 0.03120
H 1.08092 -0.76798 0.01682
*
```

Calculated values
orbital gap: 9.0 eV

These are the Mulliken partial charges, in e, on atoms 1 to 6: -1.10, 0.73, 0.67, -0.80, -0.66, 0.32

## ii
The following is a quantum chemistry calculation of the molecule C5H4, from OMol25.

Structure (ORCA input):
```
! wB97M-V def2-TZVPD RIJCOSX def2/J DEFGRID3
* xyz 0 1
C -2.07671 -0.03555 0.00991
C -0.62736 0.08708 -0.08190
C 0.57387 0.21066 -0.07010
C 1.99287 0.13122 0.01817
C 3.19852 -0.09073 -0.02391
H -2.37329 -0.81868 -0.70245
H -2.35806 -0.33922 0.98612
H -2.57409 0.93273 -0.17601
H 4.24424 -0.07752 0.04016
*
```

Calculated values
orbital gap: 10.3 eV
SMILES: C#CC#CC

These are the Mulliken partial charges, in e, on atoms 1 to 6: -1.23, 0.53, 0.15, -0.46, -0.28, 0.29

## iii
The following is a quantum chemistry calculation of the molecule C5H4, from OMol25.

Structure (ORCA input):
```
! wB97M-V def2-TZVPD RIJCOSX def2/J DEFGRID3
* xyz 0 1
C 1.83303 0.17651 -0.02384
C 3.12311 0.22336 0.04551
C 0.90852 -0.96803 -0.03277
C -0.33470 -0.51027 0.07221
C -0.15539 0.95205 0.00259
H 1.28672 -1.97663 -0.08773
H -1.27007 -1.02786 0.18982
H -0.34185 1.58689 0.85668
H -0.12583 1.42821 -0.96412
*
```

Calculated values
orbital gap: 7.6 eV

These are the Mulliken partial charges, in e, on atoms 1 to 6: -0.11, -0.40, -0.23, -0.30, -0.33, 0.41

## iv
The following is a quantum chemistry calculation of the molecule C5H4, from OMol25.

Structure (ORCA input):
```
! wB97M-V def2-TZVPD RIJCOSX def2/J DEFGRID3
* xyz 0 1
C 2.07504 0.02187 -0.01949
C 0.63184 -0.08551 0.02809
C -0.57384 -0.07419 -0.02461
C -1.97558 -0.00647 -0.00936
C -3.19577 0.02221 0.00060
H 2.48213 -0.24664 0.95064
H 2.51077 -0.66981 -0.71726
H 2.31537 1.08527 -0.21901
H -4.26996 -0.04673 0.01038
*
```

Calculated values
orbital gap: 10.3 eV
SMILES: C#CC#CC

These are the Mulliken partial charges, in e, on atoms 1 to 6: -1.06, 0.23, -0.10, -0.11, -0.23, 0.28

Name the most stable of them. iv.